Record 1
C18H44N4O12P3S | the ωB97M-V functional and the def2-TZVPD basis

## Properties
Highest occupied orbital energy in eV: -9.9
HOMO-LUMO gap in eV: 6.46
Charge: +1

Positions of all 82 atoms, in Å:
O (-3.57808, 1.46032, 5.97430)
P (-2.28410, 2.10391, 5.99233)
O (-1.83869, 2.75221, 7.36861)
O (-1.94820, 3.22340, 4.94297)
N (-0.99902, 0.96317, 5.66919)
C (0.18752, 1.08665, 6.25588)
N (0.95491, 0.07814, 5.89729)
P (2.64799, -0.21253, 6.45156)
O (2.59648, 1.07434, 7.43936)
O (3.40796, 0.33017, 5.15721)
C (0.25124, -0.74608, 5.02556)
C (0.83987, -1.99318, 4.45365)
C (0.28547, -3.28091, 5.11759)
C (1.12456, -3.80980, 6.29558)
O (0.43822, -3.69547, 7.54526)
C (-0.96823, -0.18670, 4.84297)
P (-2.25386, -0.87814, 3.72620)
O (-2.88791, -2.03106, 4.60939)
O (-3.41572, 0.16010, 3.52387)
S (-1.44865, -1.43309, 2.07763)
H (-1.89029, 2.10763, 8.09216)
H (-2.01812, 4.13171, 5.27488)
H (0.46265, 1.88413, 6.92700)
H (3.07573, 0.88241, 8.25905)
H (2.93867, 0.90716, 4.54102)
H (1.92883, -1.97428, 4.55258)
H (0.60267, -1.99739, 3.38969)
H (-0.70713, -3.05649, 5.51733)
H (0.17060, -4.04583, 4.35001)
H (1.31696, -4.87340, 6.16630)
H (2.06879, -3.26217, 6.37050)
H (0.59265, -2.81892, 7.91152)
H (-2.87417, -2.84506, 4.08004)
H (-3.15297, 0.99346, 3.10136)
C (0.41476, 3.24385, -3.30255)
O (-0.96717, 3.51150, -3.43926)
C (-1.66935, 2.53774, -4.20381)
C (-2.66385, 1.79792, -3.33524)
N (-1.96687, 0.96236, -2.36692)
C (-2.81896, 0.36269, -1.34692)
C (-3.50345, 1.29776, -0.35645)
O (-2.61185, 1.97376, 0.52435)
C (-2.08338, 3.19229, 0.02568)
H (0.85840, 4.09716, -2.79165)
H (0.60297, 2.33797, -2.71396)
H (0.89648, 3.12614, -4.27720)
H (-0.96785, 1.84131, -4.67002)
H (-2.21089, 3.05914, -4.99802)
H (-3.29636, 1.16622, -3.96621)
H (-3.30954, 2.54822, -2.85681)
H (-1.25890, 1.52313, -1.91022)
H (-2.19434, -0.32575, -0.77233)
H (-3.58425, -0.24151, -1.84393)
H (-4.14082, 0.68348, 0.28547)
H (-4.16260, 2.01839, -0.85264)
H (-2.78766, 3.69308, -0.64195)
H (-1.13782, 3.04518, -0.50229)
H (-1.89032, 3.84246, 0.88020)
C (-0.50120, -0.94608, -4.75529)
O (0.69916, -0.21319, -4.59340)
C (1.62129, -0.78906, -3.68081)
C (2.87276, -1.24804, -4.39533)
N (2.59164, -2.39551, -5.24417)
C (3.69086, -2.78897, -6.11954)
C (4.11279, -1.81340, -7.21118)
O (3.13483, -1.61451, -8.21200)
C (2.18968, -0.59518, -7.95733)
H (-1.15726, -0.34664, -5.38518)
H (-0.33752, -1.90998, -5.24963)
H (-0.99272, -1.10258, -3.79267)
H (1.16101, -1.61987, -3.13756)
H (1.89213, -0.01763, -2.95153)
H (3.62497, -1.53274, -3.65303)
H (3.26469, -0.38865, -4.95876)
H (1.78207, -2.18578, -5.81468)
H (3.39958, -3.72213, -6.60709)
H (4.56407, -3.01519, -5.49897)
H (4.97774, -2.24775, -7.71890)
H (4.43990, -0.84877, -6.80282)
H (2.62296, 0.21642, -7.36518)
H (1.30103, -0.97313, -7.44222)
H (1.87253, -0.19452, -8.91986)

Record 2
C18H45BaN3O6 | the ωB97M-V functional and the def2-TZVPD basis

## Properties
Highest occupied orbital energy in eV: -14.1
HOMO-LUMO gap in eV: 7.01
Charge: +2
ΔE to the lowest compared entry with this formula, charge and spin in kJ/mol: 70.2

Positions of all 73 atoms, in Å:
Ba (0.11550, -0.21155, 0.95990)
C (-3.58620, 0.67325, 3.08911)
O (-2.50665, 1.46063, 2.69948)
C (-2.53596, 2.72167, 3.25963)
C (-1.69418, 3.82711, 2.67634)
N (-1.36616, 3.60169, 1.30172)
C (-0.39878, 4.62698, 0.89571)
C (0.98231, 4.59820, 1.54383)
O (1.56383, 3.34244, 1.59367)
C (2.86539, 3.40816, 2.12746)
H (-3.60074, -0.24066, 2.49525)
H (-4.49576, 1.13396, 2.70370)
H (-3.65661, 0.47598, 4.15880)
H (-2.34806, 2.56945, 4.32247)
H (-3.52694, 3.17440, 3.22635)
H (-0.75072, 3.64086, 3.18947)
H (-2.14568, 4.79891, 2.87597)
H (-2.16363, 3.92440, 0.77258)
H (-0.86799, 5.61079, 0.88771)
H (-0.37767, 4.51152, -0.18795)
H (1.04617, 5.01775, 2.54782)
H (1.68816, 5.26808, 1.05277)
H (2.91476, 3.91644, 3.09043)
H (3.59351, 3.93802, 1.51330)
H (3.16240, 2.36376, 2.22293)
C (3.23174, -3.73201, 2.60821)
O (2.42535, -3.76522, 1.39594)
C (2.56635, -4.92998, 0.56264)
C (1.65025, -4.93233, -0.72522)
N (0.31859, -4.30311, -0.56756)
C (-0.57513, -5.26737, 0.01379)
C (-0.64800, -5.51448, 1.51010)
O (-0.64152, -4.32744, 2.44367)
C (-0.72420, -4.67158, 3.88858)
H (3.14019, -2.72213, 3.00802)
H (4.24203, -3.83995, 2.21353)
H (2.95959, -4.46526, 3.36741)
H (2.37247, -5.73514, 1.27132)
H (3.62443, -4.94612, 0.30126)
H (1.53555, -5.93022, -1.14849)
H (2.12569, -4.22574, -1.40550)
H (0.03964, -4.28175, -1.53804)
H (-0.54755, -6.28852, -0.36645)
H (-1.56371, -4.96123, -0.32843)
H (0.15900, -6.19701, 1.77658)
H (-1.58324, -5.98078, 1.81989)
H (0.12035, -5.25965, 4.24777)
H (-1.65058, -5.23719, 3.98860)
H (-1.02530, -3.81803, 4.49595)
C (3.79340, 0.36339, -2.68990)
O (2.40530, 0.62228, -2.62931)
C (1.95479, 1.52817, -3.66715)
C (0.64978, 1.01017, -4.30206)
N (-0.50764, 1.38145, -3.37774)
C (-1.76931, 0.87247, -3.90761)
C (-3.00517, 1.54399, -3.23300)
O (-2.66775, 2.92049, -3.06923)
C (-2.80802, 3.70206, -4.24027)
H (4.33239, -0.20154, -3.45046)
H (3.98614, -0.21510, -1.78641)
H (4.29492, 1.31168, -2.49672)
H (2.75171, 1.53653, -4.41076)
H (1.83556, 2.49065, -3.16964)
H (0.61614, -0.07691, -4.37442)
H (0.57766, 1.48243, -5.28179)
H (-0.52235, 2.37543, -3.55632)
H (-1.82821, -0.17803, -3.62286)
H (-1.79800, 0.74216, -4.98942)
H (-3.11689, 0.98524, -2.30379)
H (-3.92944, 1.26061, -3.73651)
H (-3.87071, 3.74378, -4.47914)
H (-2.29797, 3.25139, -5.09165)
H (-2.53855, 4.72720, -3.98614)